Entry 1:
Entry from OMol25: an isolated molecule of C18H17N5O5 (ωB97M-V/def2-TZVPD).

Geometry as XYZ:
```
45
Properties=species:S:1:pos:R:3:forces:R:3
O -2.33486 0.05260 -0.02405 1.310 0.376 -1.734
O 1.38945 3.66567 0.08651 -0.476 -0.812 0.010
O 1.46936 0.48601 3.31835 -1.492 0.129 -0.392
O -3.03905 -5.51935 1.44608 0.164 0.051 -0.349
O -1.94751 -1.81507 -1.27921 -0.497 1.008 0.328
N -0.02444 1.83704 0.06901 -0.511 1.376 2.198
N 1.26442 0.46037 -2.98004 -0.194 -0.724 -0.218
N -0.67961 0.55881 2.76802 0.168 -1.043 0.055
N 1.03275 -0.84659 3.17904 0.269 0.350 0.135
N -2.21075 -2.00144 2.00627 0.876 -0.395 -0.305
C -0.41049 -3.37882 2.76785 0.931 1.172 -0.210
C -2.33871 -4.39300 1.78185 0.200 0.461 -0.399
C -1.66803 -0.66672 -0.98201 1.549 -0.771 -0.173
C 0.48668 3.01165 0.60420 0.637 0.502 -0.842
C 0.45565 2.77956 3.13514 0.860 -0.634 0.400
C 0.37265 1.26762 3.04591 -0.234 -1.158 0.211
C 3.32691 1.35042 -4.33829 -0.538 0.676 0.838
C -0.10349 3.54143 1.92978 -1.286 -2.196 -0.481
C -0.22727 -0.79031 2.86147 0.488 1.034 -0.056
C 2.03057 1.84580 -4.95863 0.390 -0.530 -1.346
C 0.32655 1.13529 -1.05767 -0.517 -0.797 -1.592
C -0.42421 -0.02483 -1.56379 -0.331 1.075 1.014
C -1.06891 -4.51003 2.33796 -1.152 -0.182 0.403
C -2.85159 -3.11477 1.57242 1.210 0.481 1.300
C 1.31670 1.41760 -1.95935 0.241 0.097 -0.042
C 0.20921 -0.41445 -2.72590 0.581 0.419 -0.458
C -0.95160 -2.08270 2.56016 -2.198 -0.833 -0.763
C 2.04937 0.51757 -4.24385 -0.115 0.910 0.811
H -1.21307 3.43745 1.94201 0.658 -0.001 -0.122
H -3.48962 -5.39694 0.59448 0.082 0.058 0.412
H -0.77612 1.43398 0.61780 0.006 -0.069 -0.182
H -0.72902 -5.52179 2.51610 0.432 0.131 -0.025
H 1.96441 1.81024 -6.06945 -0.034 0.140 0.999
H 3.66207 1.93540 -3.45224 -0.265 -0.782 -0.699
H 0.59403 -3.49368 3.16929 -0.212 0.190 0.091
H 1.52756 2.68377 -4.48855 0.017 -0.214 0.017
H -0.06389 -1.26058 -3.37931 0.389 0.773 0.383
H 0.12832 4.57171 2.01518 0.363 0.881 -0.061
H -3.82323 -3.03546 1.10719 -0.127 0.433 -0.031
H -0.05731 3.09733 4.04625 -0.091 -0.127 -0.064
H 2.03602 -0.38483 -4.85396 -0.294 0.151 0.461
H 1.99938 2.28000 -1.89819 -0.354 -0.865 -0.303
H -2.85239 -0.57247 0.47416 -0.475 -0.676 0.749
H 1.51417 3.01338 3.30454 -0.152 0.055 -0.215
H 4.12893 1.03311 -5.00255 -0.278 -0.122 0.244
```
Positions in Å, forces in eV/Å.

Calculated values
- LUMO energy (eV) = 0.30
- energy above the lowest of the compared OMol25 structures with the same formula, charge and spin (eV) = 0.311
- total charge = 0
- spin multiplicity = 1
- energy (Ha) = -1346.07013
- SMILES = O=C(CCc1nc(-c2ccc(O)cn2)no1)Nc1cn(C2CC2)cc1C(=O)O
- HOMO (eV) = -7.9



Entry 2:
Entry from OMol25: an isolated molecule of C18H17N7O3 (ωB97M-V/def2-TZVPD).

Geometry as XYZ:
```
45
Properties=species:S:1:pos:R:3:forces:R:3
O 1.87202 0.15573 3.27987 0.248 -1.098 -0.600
O 1.75614 5.13842 2.74002 -2.176 0.215 -0.738
O -0.43713 6.54394 0.25729 1.420 -0.725 1.650
N 0.71786 1.36713 1.72887 0.418 0.601 0.768
N 1.45134 6.10709 1.69890 0.153 -0.421 -0.226
N -0.37311 -6.77453 -2.38853 2.052 -0.572 0.685
N 1.53942 2.27231 3.77802 0.344 -0.137 -0.010
N -1.29128 -1.71225 -2.91288 1.648 -0.442 1.378
N -1.20680 -0.42943 -2.42508 -0.603 0.863 -0.236
N 0.85688 -0.99800 1.08157 -0.133 0.511 -0.413
C -0.01036 -1.74459 -1.02970 0.295 0.325 0.610
C 0.71213 -6.09822 -1.92324 -2.247 1.445 -0.425
C -0.49120 -0.40908 -1.32399 0.477 -0.494 0.814
C 0.37646 7.51244 -0.43522 0.159 0.307 0.454
C -1.40746 -6.11798 -2.88868 0.122 -0.052 -0.113
C 0.62214 -2.01227 0.17634 -0.886 0.312 -0.830
C -0.42142 -3.97576 -2.31357 -1.206 -0.536 -0.695
C 1.38902 1.20996 2.90253 0.698 -0.410 1.659
C 0.23728 5.85973 1.25850 -0.168 -0.290 0.812
C -0.53820 -2.50565 -2.13768 -0.553 -0.311 -0.125
C -0.20074 0.64165 -0.37553 0.383 -0.297 -0.005
C -2.55614 -6.93894 -3.42607 -0.013 0.402 -0.261
C 0.68643 -4.69504 -1.88136 0.394 0.235 0.165
C 0.61210 4.39796 2.94096 -0.546 0.323 -1.174
C -0.34816 4.77465 2.03921 0.328 0.597 -0.137
C -1.46516 -4.74045 -2.88149 -0.021 1.138 0.142
C 0.50415 3.24572 3.95527 0.433 1.348 -0.913
C 0.47886 0.35308 0.80220 -0.852 -1.574 -1.887
H -1.37896 4.46156 1.94612 0.201 -0.244 0.105
H -2.20534 -7.88300 -3.82999 0.116 -0.072 0.050
H 1.55407 -6.59611 -1.48091 0.098 -0.640 -0.181
H -0.23405 8.00661 -1.18010 -0.284 -0.203 -0.020
H 0.79604 8.28064 0.23026 -0.268 -0.348 0.077
H 1.19785 7.00067 -0.90086 0.416 -0.209 -0.338
H -3.25717 -7.15071 -2.61963 -0.102 -0.040 -0.004
H -0.50042 1.66429 -0.63690 0.119 -0.388 0.407
H -0.47629 2.78536 3.84154 -0.197 0.204 -0.053
H 0.57304 3.64986 4.95083 0.032 0.141 0.415
H 0.54775 2.33180 1.46237 -0.206 -0.319 -0.350
H 0.80427 -3.08200 0.38772 0.405 1.002 0.606
H 1.50672 -4.06987 -1.53240 0.241 -0.588 0.094
H 1.36702 -1.16296 1.97021 -0.462 0.318 -0.697
H -3.08814 -6.39647 -4.22470 0.144 -0.157 0.366
H -2.35531 -4.26961 -3.29385 0.235 0.179 0.181
H 2.08385 2.00232 4.61379 -0.655 0.103 -1.009
```
Positions in Å, forces in eV/Å.

Calculated values
- LUMO energy (eV) = -0.09
- energy above the lowest of the compared OMol25 structures with the same formula, charge and spin (eV) = 0.000
- total charge = 0
- spin multiplicity = 1
- energy (Ha) = -1305.06263
- SMILES = COc1cc(CNC(=O)Nc2cc3nnc(-c4ccnc(C)c4)c-3c[nH]2)on1
- HOMO (eV) = -7.9



Entry 3:
Entry from OMol25: a structure of composition C18H17NO2S3 (ωB97M-V/def2-TZVPD).

Geometry as XYZ:
```
41
Properties=species:S:1:pos:R:3:forces:R:3
S -0.15908 -0.59929 2.04662 -2.310 0.051 0.098
S -1.87775 0.83641 -1.33518 -1.214 0.844 1.026
S 0.48399 0.03674 -2.60932 1.742 -0.489 -0.671
O 0.86370 -1.05211 2.97661 -0.766 0.483 -1.318
O -1.34532 -1.42255 1.76777 1.614 0.600 0.293
N 0.95249 2.27465 -0.15392 -0.091 -2.298 0.659
C -0.74091 1.00455 2.61181 -0.059 -0.501 0.534
C -0.26257 1.45882 3.84066 0.286 0.257 -0.396
C 0.54435 -0.24671 0.32483 0.002 0.357 -1.500
C 3.84339 -1.79068 -0.80818 -0.402 0.330 0.066
C -1.83303 0.45260 -4.07849 -0.038 -0.654 0.181
C -2.70254 0.21567 -2.86719 0.226 -0.146 0.733
C -0.68870 2.70936 4.29124 0.053 -0.189 -0.030
C 2.59636 -3.50376 0.34645 -0.448 0.274 0.081
C -0.46357 -0.24791 -1.11943 -0.760 -3.112 1.389
C 1.69592 -1.26043 0.17931 -0.279 0.206 -0.829
C 2.82907 -0.85868 -0.54162 0.106 -0.401 0.344
C 3.73604 -3.10795 -0.36420 -0.495 0.204 0.148
C -1.61868 3.44957 3.55886 -0.038 -0.349 -0.119
C -0.62207 -0.45011 -3.99914 0.164 -0.298 0.515
C 0.83517 1.14057 0.11208 1.406 3.259 0.549
C -1.73989 1.67232 1.91328 0.051 0.281 -0.154
C -2.16318 2.92053 2.38538 0.218 -0.332 -0.110
C 1.55651 -2.59787 0.61086 0.224 0.091 -0.438
H -0.85737 -1.50649 -3.81811 -0.283 0.226 -0.247
H -1.94300 4.42761 3.90859 0.119 -0.191 -0.052
H 2.46925 -4.53345 0.69181 0.187 0.340 -0.177
H 4.50929 -3.83697 -0.58812 -0.059 0.159 0.047
H 0.47116 0.85385 4.38245 -0.290 0.361 -0.179
H -0.26143 3.09912 5.21020 -0.182 0.011 -0.083
H 2.90336 0.18288 -0.88952 0.068 -0.634 0.162
H -2.38816 0.28553 -4.99172 -0.242 -0.322 -0.309
H -0.78537 -1.29423 -0.87064 -0.167 0.560 -1.290
H -0.02944 -0.40762 -4.92107 0.213 0.122 0.456
H -2.14790 1.24422 0.98693 0.134 0.288 0.620
H -2.89533 3.48063 1.80570 0.124 -0.117 0.213
H -3.66172 0.74494 -2.94344 0.341 0.017 0.354
H 4.69137 -1.46086 -1.39752 0.039 -0.139 0.107
H -2.91972 -0.83889 -2.65281 -0.002 0.134 -0.480
H -1.51252 1.48257 -4.11051 0.128 0.401 0.092
H 0.63782 -2.95656 1.10868 0.679 0.315 -0.288
```
Positions in Å, forces in eV/Å.

Calculated values
- LUMO energy (eV) = 0.43
- energy above the lowest of the compared OMol25 structures with the same formula, charge and spin (eV) = 0.000
- total charge = 0
- spin multiplicity = 1
- energy (Ha) = -2095.80250
- HOMO (eV) = -8.2



Entry 4:
Entry from OMol25: a structure of composition C18H18Cl32IN4 (ωB97M-V/def2-TZVPD).

Geometry as XYZ:
```
73
Properties=species:S:1:pos:R:3:forces:R:3
I -2.74772 -0.38794 2.79564 -0.064 0.414 -1.208
Cl 3.80156 4.08259 -0.35425 -0.060 -0.124 -0.664
Cl 2.73798 1.88394 3.62832 -0.132 0.333 -0.065
Cl -1.89180 8.10861 6.06726 0.137 -0.405 -0.264
Cl -0.02079 7.05574 4.10343 -0.341 -0.027 0.204
Cl -6.91380 -0.37997 2.07478 0.182 -0.390 -0.208
Cl -3.97737 -2.49241 -6.79997 0.529 0.279 0.279
Cl 4.76571 5.43121 -2.74539 -0.146 -0.317 0.166
Cl -1.75928 -2.57679 -4.91884 -0.147 -0.066 -0.143
Cl 3.91013 -6.58483 -5.02924 -0.243 0.303 0.478
Cl -0.05357 -9.04808 -0.99895 -0.319 0.283 0.015
Cl -1.00515 5.34272 6.23943 -0.532 0.531 -0.558
Cl 2.43960 -7.07981 -2.56789 0.215 0.432 -0.267
Cl 4.48377 -5.01088 -2.65031 -0.213 -0.191 -0.321
Cl -0.89824 -6.28590 -1.34910 -0.098 -0.195 0.048
Cl -3.03449 -0.03922 -5.55148 -0.055 -0.361 -0.235
Cl -2.16530 -7.94936 0.67411 0.231 0.035 -0.469
Cl -2.66114 -8.45865 -2.14737 0.381 0.188 0.332
Cl -5.63859 -2.91754 2.70743 -0.268 0.198 -0.391
Cl -7.85667 -2.83316 0.82629 0.434 0.259 0.136
Cl -2.79134 6.16711 4.09569 0.293 0.109 0.201
Cl 0.58956 3.55076 2.59311 0.278 0.009 0.166
Cl -1.53358 7.04298 9.87343 0.311 -0.316 0.084
Cl 3.31913 4.55729 2.63769 -0.322 -0.176 0.455
Cl -1.06827 4.59726 11.37938 0.195 0.315 -0.278
Cl 4.93519 2.53377 -2.54097 -0.056 0.066 0.098
Cl 0.40227 5.09224 8.91803 0.092 0.093 0.720
Cl 1.85380 4.21526 5.12803 0.291 -0.333 -0.613
Cl 1.97429 -4.63409 -4.07384 0.150 -0.290 -0.127
Cl -1.39419 -1.38023 -7.54574 -0.293 -0.070 0.461
Cl -5.27350 -1.72097 0.08052 -0.515 -0.501 0.072
Cl 0.97590 6.66620 11.29695 -0.335 -0.221 -0.269
Cl 2.34518 3.82066 -2.85951 3.418 1.003 0.904
N 0.53944 0.84836 -1.27873 0.839 -0.998 -0.370
N 0.30757 -0.85764 -2.93302 1.464 0.174 2.794
N 1.68495 -1.47980 -0.82754 -1.885 2.342 -1.561
N 4.27402 -3.15317 0.11018 -0.649 0.036 -1.263
C -2.93431 0.36488 0.74372 0.259 1.895 -1.754
C -1.71117 -0.15479 -0.27163 -1.122 0.105 0.576
C -1.44453 -7.93551 -0.95534 -0.207 -0.265 0.082
C 2.12510 3.55180 3.49676 0.056 0.082 0.222
C -0.65698 1.09619 -0.38804 -1.178 -0.697 2.140
C -2.54133 -1.62219 -6.20398 -0.245 0.110 -0.492
C -1.42729 6.66855 5.12642 -0.007 -0.017 0.034
C -0.30590 5.84967 10.36692 -0.021 0.040 0.157
C -0.12111 0.39452 -3.66672 -0.110 1.163 0.666
C -6.42064 -1.96293 1.42229 -0.259 -0.118 0.288
C 3.96193 3.96704 -2.12505 0.825 0.102 -0.283
C 0.07800 4.49594 -3.00128 -0.653 -9.744 0.787
C 2.82937 -3.61392 0.03737 -0.583 0.224 0.154
C 0.92346 -0.58406 -1.57886 -2.085 0.334 -1.871
C 0.17063 3.08833 -2.80841 -2.011 8.341 -1.251
C 3.20197 -5.82740 -3.58035 0.104 -0.507 -0.163
C 0.56935 1.50787 -2.63906 1.183 -0.156 -1.570
C 1.99159 -2.90689 -1.22469 1.056 -2.206 0.233
H 2.08835 -1.15071 0.09868 -0.920 -0.292 -1.629
H -4.00582 0.17260 0.29833 2.517 0.267 1.244
H -1.29309 2.04960 -0.67372 1.780 -1.899 -0.007
H 2.71324 -3.00129 -2.15537 -1.691 0.782 1.843
H 0.39710 0.49446 -4.73004 -1.218 -0.426 2.347
H -2.21746 -0.44691 -1.30748 1.232 0.679 2.065
H 2.28451 -3.30486 1.03995 0.978 -0.616 -1.949
H -1.29323 0.49117 -3.73914 2.519 -0.285 0.174
H 4.42689 -2.27238 -0.46504 -0.191 -1.638 0.960
H 1.72413 1.43212 -2.92040 -2.548 0.514 0.444
H -2.82662 1.55138 0.80890 -0.259 -2.596 0.111
H -1.25441 -1.11793 0.22715 -0.656 1.917 -1.177
H 2.76632 -4.79164 -0.02540 0.085 2.525 -0.101
H 1.04342 -3.56629 -1.44188 1.584 1.696 0.484
H 0.10036 5.66256 -3.25319 -0.230 -3.318 0.759
H 4.93700 -3.88842 -0.23795 -1.081 1.111 0.419
H -0.26652 -1.72079 -3.05178 1.103 0.919 0.128
H -0.26756 1.30400 0.72073 -0.772 -0.448 -2.414
```
Positions in Å, forces in eV/Å.

Calculated values
- LUMO energy (eV) = -3.69
- total charge = +1
- spin multiplicity = 1
- energy (Ha) = -15938.81527
- HOMO (eV) = -11.4



Entry 5:
Entry from OMol25: a structure of composition C18H18ClCrO5 (ωB97M-V/def2-TZVPD).

Geometry as XYZ:
```
43
Properties=species:S:1:pos:R:3:forces:R:3
Cr 0.06759 -0.12687 1.88380 0.318 2.559 1.457
Cl -0.05627 -0.02723 6.42816 0.315 1.165 2.167
O 0.06362 -0.27940 3.81706 0.324 -2.162 0.148
O 1.40362 -0.33030 6.21172 -2.579 0.460 -0.458
O -0.29804 -0.15034 -1.96087 -0.345 -0.905 -1.471
O -1.07346 -1.08356 6.18803 1.408 1.450 -0.588
O -0.48440 1.43844 6.31155 0.905 -3.285 -0.487
C -0.09368 -0.91915 -3.21272 -1.679 -0.087 1.794
C -0.91108 -2.06678 3.05668 -0.016 0.145 -1.975
C -0.62862 1.94927 3.52422 0.464 0.376 -0.968
C 1.33919 -1.75007 2.40798 -0.838 0.116 -0.222
C 0.76672 1.68899 3.60274 -0.204 2.594 -3.213
C -0.12047 1.83166 -5.82032 0.100 -0.263 -0.225
C 0.21275 2.20875 1.35771 -0.118 -0.386 0.734
C -0.27492 1.16918 -4.60217 0.197 -0.280 0.067
C -0.82725 -2.16953 1.65760 0.628 -1.166 1.052
C 0.56173 -0.87047 -5.63436 -0.357 0.574 0.853
C 0.41028 -1.65016 3.61951 0.177 -0.741 0.009
C -0.97402 2.21248 2.15459 -0.312 -0.420 0.086
C 1.30921 1.85915 2.22334 -0.750 -0.488 1.584
C 0.07891 -0.18818 -4.48530 0.153 0.474 -1.031
C 0.58623 -2.10341 1.25786 -0.663 0.168 1.264
C -1.43235 -0.89209 -2.46839 1.720 -0.087 -0.759
C 0.36166 1.15196 -6.94963 -0.074 -0.080 0.383
C 0.69776 -0.20434 -6.85070 -0.135 0.213 0.196
H 0.30201 2.60158 0.36326 -0.013 -0.192 -0.315
H 0.48079 -1.84817 -3.09199 -0.063 0.537 0.055
H -0.37476 2.89047 -5.88580 0.058 -0.299 -0.029
H 0.96872 -2.40800 0.31191 0.162 0.093 -0.552
H -1.38537 1.84810 4.30329 0.524 0.075 -0.304
H -1.68217 -1.78828 -1.88312 -0.103 0.511 -0.208
H 1.06919 -0.74467 -7.72027 -0.087 0.146 0.181
H 2.39327 1.88621 2.03199 -0.802 -0.023 -0.179
H 1.42387 1.57618 4.43052 -0.009 -0.291 0.538
H 2.40671 -1.78550 2.53503 0.119 0.174 -0.264
H -1.64776 -2.46918 1.01995 0.009 0.398 -0.091
H 0.81643 -2.11236 4.51582 -0.250 -0.169 0.215
H 0.47466 1.67782 -7.89964 -0.027 -0.164 0.307
H -0.64523 1.71226 -3.72369 0.196 -0.289 -0.362
H -1.81949 -1.91226 3.61244 -0.147 -0.276 0.160
H -2.02967 2.42179 1.84019 1.340 -0.160 0.099
H 0.80854 -1.92569 -5.53623 0.053 0.160 -0.126
H -2.24447 -0.31831 -2.94172 0.399 -0.175 0.478
```
Positions in Å, forces in eV/Å.

Calculated values
- LUMO energy (alpha / beta) (eV) = -0.50 / -2.38
- total charge = 0
- spin multiplicity = 4
- energy (Ha) = -2577.00682
- expectation value of S² = 4.08
- HOMO (alpha / beta) (eV) = -7.0 / -7.2